No. 1
# C4H9ClN

2 unconnected molecules or ions with the total composition C4H9ClN at a distorted geometry (the ωB97M-V functional and the def2-TZVPD basis, the OMol25 dataset).

CARTESIAN COORDINATES (ANGSTROEM)
C -1.2386 -2.1525 0.4751
C -0.1116 -1.5649 0.6078
C -0.4145 1.0367 -1.1647
C -0.1953 0.8507 0.2957
N 1.2634 0.9667 0.4385
Cl 1.4356 -1.8096 1.2025
H -1.3015 -3.2442 0.5396
H -2.0886 -1.4773 0.0924
H 0.3927 0.8602 -1.8870
H -0.7162 1.9580 -1.4803
H -1.3206 0.4434 -1.6085
H -0.6914 1.2895 1.0692
H 1.5160 1.2254 1.3971
H 1.7416 1.5832 -0.2446
H 1.7290 0.0346 0.2672

Calculated values
HOMO: -13.37 eV
Energy above the lowest of the compared OMol25 structures with the same formula, charge and spin: 81.9 kcal per mole
Orbital gap: 8.9 eV
Charge: +1

No. 2
# C42H66BCaCl4Cs2F2N4O16S2

A molecular structure, C42H66BCaCl4Cs2F2N4O16S2 at a distorted geometry (the ωB97M-V functional and the def2-TZVPD basis, the OMol25 dataset).

CARTESIAN COORDINATES (ANGSTROEM)
C 6.0337 1.8395 -2.2088
C 4.8951 2.9200 -1.8724
C 3.5219 2.7199 -2.6905
C 2.9025 1.2218 -2.5016
C 2.8225 0.5592 -3.9596
C 2.8194 -1.0427 -3.9826
C 1.7477 -1.7212 -2.9865
C 2.7289 -2.1721 -1.7296
C 1.9322 -2.3910 -0.3281
C 2.1105 -4.0013 0.0565
N 3.3969 -4.5746 0.5454
O 1.0594 -4.7756 -0.1319
O 0.5941 -0.8981 -2.6357
B -0.3175 -1.0846 -3.8126
C -1.9340 -0.9181 -3.5774
C -2.6368 0.1402 -4.5825
C -4.1800 -0.3234 -4.7788
C -5.0829 0.4535 -3.6913
C -6.6469 0.1858 -3.9817
C -7.6334 1.1856 -3.2103
C -7.4834 1.1725 -1.6041
S -6.9356 -0.4564 -0.9043
C -8.2439 -1.2041 0.1414
N -9.6458 -0.9614 0.2726
N -10.0465 -1.9010 1.2010
C -8.9347 -2.7075 1.6400
O -7.7499 -2.2493 0.9532
O 0.1600 -2.2636 -4.5995
C 0.8755 -3.0122 -3.5805
F -0.1522 -3.2629 -2.5338
C 1.6742 -4.2883 -4.1556
C 0.7616 -5.5853 -4.4711
C -0.7716 -5.2810 -4.8561
O -1.1809 -4.8665 -5.9584
O -1.7817 -5.5667 -3.8470
H 5.7680 0.8637 -1.6453
H 7.0712 2.1458 -1.8002
H 6.1245 1.5871 -3.3247
H 5.3167 3.9443 -2.2127
H 4.7242 3.0073 -0.7464
H 3.7237 2.9597 -3.7881
H 2.7724 3.5064 -2.3032
H 3.5932 0.6913 -1.7660
H 1.8605 1.3845 -2.0467
H 3.6991 0.9382 -4.6141
H 1.8672 0.9216 -4.4784
H 3.8536 -1.4758 -3.7652
H 2.5242 -1.3583 -5.0516
H 3.2551 -3.1722 -2.0156
H 3.5677 -1.4291 -1.5313
H 2.3206 -1.7156 0.5241
H 0.7923 -2.1616 -0.3969
H 3.9038 -3.9264 1.1692
H 3.9966 -4.8497 -0.2740
H 0.0100 -0.1554 -4.5171
H -2.1484 -0.6210 -2.4794
H -2.3965 -1.9681 -3.7625
H -2.5823 1.1607 -4.0470
H -2.1195 0.2242 -5.5946
H -4.5586 -0.1551 -5.8581
H -4.3337 -1.4487 -4.5774
H -4.8242 1.5741 -3.8033
H -4.7713 0.1652 -2.6235
H -6.7892 0.4004 -5.1109
H -6.9484 -0.9173 -3.8407
H -7.4102 2.2570 -3.5930
H -8.7083 0.9323 -3.5077
H -6.6905 1.9756 -1.3516
H -8.4872 1.5321 -1.1799
H -8.9632 -3.5788 2.3763
H 2.2134 -3.9492 -5.1199
H 2.5368 -4.6621 -3.4618
H 1.2332 -6.1688 -5.3422
H 0.7389 -6.2963 -3.5691
H -2.0850 -4.7388 -3.4054
Cs -0.9072 -3.7907 -0.3684
Ca 3.5826 -5.0272 -2.3965
F -7.9380 3.4618 -4.8765
C -6.5519 4.4757 2.5441
C -6.7500 4.3589 1.2305
C -8.0994 4.1185 0.6770
O -8.2809 4.0097 -0.5220
C -9.2204 4.0140 1.6349
C -9.0226 4.1308 2.9485
C -7.6731 4.3713 3.5024
O -7.4921 4.4800 4.7002
H -5.5705 4.6510 2.9668
H -5.9401 4.4333 0.5152
H -10.2017 3.8384 1.2121
H -9.8324 4.0561 3.6636
C -4.3461 -3.3914 4.7380
Cl -4.0206 -2.1243 5.9388
Cl -4.3505 -4.9780 5.5367
Cl -5.9294 -3.1016 3.9848
Cl -3.0831 -3.3611 3.4885
C 1.3694 -5.1938 4.6991
O 1.9698 -4.2180 5.3514
H 0.2931 -5.3541 4.9072
H 1.3723 -5.1290 3.5953
H 1.7668 -6.2182 4.8480
O 4.1474 -6.3180 5.0654
S 5.2410 -5.3278 5.0663
O 5.1915 -4.5481 6.3172
O 5.0772 -4.4239 3.9134
O 6.5327 -6.0226 4.9685
Cs -8.0224 5.6998 -4.8047
N 8.8234 -2.7880 5.0205
C 8.6626 -4.0540 5.4462
C 9.6924 -4.8308 5.9554
C 10.9612 -4.2752 6.0277
C 11.1549 -2.9708 5.5932
C 10.0618 -2.2748 5.1036
H 7.6525 -4.4489 5.3675
H 9.5054 -5.8448 6.2863
H 11.7924 -4.8526 6.4192
H 12.1326 -2.5059 5.6349
H 10.1621 -1.2510 4.7553
C 1.5881 5.9569 5.2712
O 1.2662 6.2306 3.9201
C 1.7075 7.5146 3.4967
C 2.1028 7.4910 2.0216
O 3.3490 6.8451 1.7616
C 3.3839 5.4250 1.9314
C 2.6118 4.6550 0.8636
O 1.2082 4.7716 1.0738
C 0.4729 4.7780 -0.1352
H 0.9926 6.5891 5.9371
H 1.3546 4.9097 5.4711
H 2.6551 6.1103 5.4585
H 2.5657 7.8481 4.0874
H 0.8768 8.2139 3.6411
H 2.2412 8.5270 1.6980
H 1.3087 7.0785 1.3975
H 3.0771 5.1431 2.9359
H 4.4390 5.1492 1.8400
H 2.8650 3.5906 0.9258
H 2.8945 5.0303 -0.1263
H 0.8614 5.5325 -0.8265
H -0.5617 5.0353 0.0991
H 0.4980 3.7874 -0.6008

Calculated values
HOMO: -3.57 eV
Energy above the lowest of the compared OMol25 structures with the same formula, charge and spin: 183.0 kcal per mole
Orbital gap: 2.0 eV
Charge: -1

No. 3
# C24H20IN8OPd

A molecular structure, C24H20IN8OPd at a distorted geometry (the ωB97M-V functional and the def2-TZVPD basis, the OMol25 dataset).

CARTESIAN COORDINATES (ANGSTROEM)
Pd -0.0566 -1.7076 -0.0810
C 4.1064 3.3672 2.4499
C 3.0362 2.6417 1.6957
C 1.7264 3.1168 1.6380
C 0.7500 2.4097 0.9777
C 1.0189 1.1863 0.3262
N -0.0255 0.4826 -0.2299
C -0.9815 1.1583 -0.9262
C -0.6128 2.2860 -1.7031
C -1.5326 3.0291 -2.3948
C -2.8900 2.6988 -2.3552
C -3.9091 3.5179 -3.0801
C -3.2661 1.5650 -1.6407
C -2.3561 0.7931 -0.9375
N -2.8749 -0.2906 -0.1921
C -4.0974 -0.3354 0.3967
C -4.2687 -1.5961 0.9052
C -3.0926 -2.2804 0.5716
N -2.2607 -1.4861 -0.0836
C 2.3555 0.7217 0.3636
C 3.3224 1.4462 1.0438
N 2.7938 -0.4110 -0.3646
C 3.9713 -0.5130 -1.0312
C 4.0487 -1.7809 -1.5480
C 2.8605 -2.4082 -1.1495
N 2.1167 -1.5709 -0.4464
H 3.8570 4.4192 2.5702
H 5.0661 3.2698 1.9452
H 4.2160 2.9356 3.4473
H 1.4687 4.0422 2.1364
H -0.2728 2.7623 0.9796
H 0.4369 2.5414 -1.7510
H -1.2053 3.8805 -2.9768
H -3.5919 4.5562 -3.1553
H -4.8775 3.4699 -2.5856
H -4.0361 3.1373 -4.0964
H -4.3047 1.2624 -1.6462
H -4.7446 0.5226 0.4287
H -5.1103 -1.9863 1.4478
H -2.8413 -3.3089 0.7668
H 4.3315 1.0565 1.0811
H 4.6549 0.3124 -1.1175
H 4.8446 -2.1933 -2.1404
H 2.5226 -3.4156 -1.3263
I -0.8949 -2.9281 3.1652
C 0.4759 -1.7268 2.1426
H 0.4155 -0.7066 2.5065
H 1.4618 -2.1784 2.1790
O -0.1701 -3.5738 -1.0758
N -0.8812 -4.4790 -0.5251
C -0.4078 -5.1959 0.4459
C 0.9164 -4.9300 0.9254
N 1.9514 -4.5589 1.2653
C -1.2404 -6.1444 1.1010
N -1.9227 -6.8822 1.6579

Calculated values
HOMO (alpha / beta): -10.45 / -10.34 eV
Energy above the lowest of the compared OMol25 structures with the same formula, charge and spin: 48.1 kcal per mole
Orbital gap (alpha / beta): 4.6 / 4.5 eV
Charge: +1

No. 4
# C30H29BrN4O4RuS

A molecular structure, C30H29BrN4O4RuS at a distorted geometry (the ωB97M-V functional and the def2-TZVPD basis, the OMol25 dataset).

CARTESIAN COORDINATES (ANGSTROEM)
Ru -0.7654 -0.1825 0.2531
O 2.8520 -4.3921 0.1771
C 2.0876 -4.6769 -0.9165
C 2.2652 -5.8127 -1.6952
C 1.4624 -6.0165 -2.8056
C 0.4863 -5.0945 -3.1532
C 0.3077 -3.9614 -2.3751
C 1.1006 -3.7522 -1.2574
C 0.9197 -2.5389 -0.3681
O -0.2774 -1.9075 -0.5505
N 2.0098 -1.5836 -0.6096
N 1.7173 -0.3077 -0.5142
C 2.5557 0.6232 -0.8009
C 2.1585 2.0031 -0.7937
Br 0.2481 2.2345 -0.9263
C 2.9229 3.1055 -0.8039
C 4.3650 3.1629 -0.6146
C 5.0643 4.2089 -1.2322
C 6.4364 4.3110 -1.1107
C 7.1386 3.3802 -0.3568
C 6.4570 2.3622 0.2967
C 5.0832 2.2575 0.1799
H 3.4381 -5.1282 0.3794
H 3.0309 -6.5331 -1.4303
H 1.6039 -6.9059 -3.4048
H -0.1311 -5.2577 -4.0257
H -0.4569 -3.2340 -2.6144
H 1.0135 -2.8761 0.6801
H 2.8933 -1.9064 -0.9765
H 3.5680 0.3913 -1.1223
H 2.4383 4.0559 -0.9985
H 4.5147 4.9277 -1.8282
H 6.9686 5.1196 -1.5930
H 8.2124 3.4604 -0.2553
H 7.0003 1.6600 0.9150
H 4.5529 1.5204 0.7680
S -1.6150 -2.0854 4.1875
C -0.1899 -1.1396 4.3452
C 0.1992 -0.5762 3.1714
C -0.6654 -0.9456 2.1114
C -1.7121 -1.7495 2.5068
C -2.7597 -2.1988 1.6091
C -3.6853 -3.1957 1.9070
C -4.5775 -3.5919 0.9269
C -4.5322 -2.9865 -0.3220
C -3.6033 -1.9810 -0.5330
N -2.7535 -1.5951 0.4104
H 0.2905 -1.0518 5.3071
H 1.0799 0.0417 3.0683
H -3.6775 -3.6587 2.8848
H -5.2952 -4.3759 1.1272
H -5.2044 -3.2789 -1.1155
H -3.5401 -1.4583 -1.4799
O -1.8516 1.3732 1.3090
C -2.7222 1.6297 0.4402
O -2.7265 1.1457 -0.7134
C -3.8448 2.6185 0.8114
N -4.4957 3.0381 -0.4812
C -4.0281 4.4334 -0.7704
C -3.9136 5.0461 0.6175
C -3.3290 3.9109 1.4707
H -4.5658 2.0833 1.4276
H -5.5114 3.0038 -0.4278
H -4.1640 2.3446 -1.1742
H -4.7284 4.9424 -1.4273
H -3.0603 4.3691 -1.2667
H -4.9009 5.3361 0.9804
H -3.2802 5.9295 0.6184
H -3.6387 3.9836 2.5094
H -2.2402 3.9227 1.4482

Calculated values
HOMO (alpha / beta): -12.53 / -12.52 eV
Energy above the lowest of the compared OMol25 structures with the same formula, charge and spin: 25.3 kcal per mole
Multiplicity: 5
<S²>: 6.036
Orbital gap (alpha / beta): 6.3 / 4.9 eV
Charge: +2

No. 5
# C3H10N2O

2 unconnected molecules or ions with the total composition C3H10N2O (the ωB97M-V functional and the def2-TZVPD basis, the OMol25 dataset).

CARTESIAN COORDINATES (ANGSTROEM)
C 1.6192 0.7564 0.1141
C 1.0313 -0.2293 -0.8663
C -2.2077 -0.3701 -0.1279
N 1.0060 -1.4745 -0.7563
N -1.3951 -0.6277 1.0488
O 1.1292 2.0551 -0.1222
H 1.5870 2.6865 0.4425
H 1.4405 -1.8476 0.0892
H -0.9347 -1.5267 0.9530
H -0.6854 0.0905 1.1306
H 1.4211 0.4334 1.1429
H 2.7169 0.7349 -0.0294
H 0.5883 0.2237 -1.7463
H -2.5892 0.6491 -0.0750
H -3.0563 -1.0580 -0.1188
H -1.6711 -0.4957 -1.0789

Calculated values
HOMO: -9.06 eV
Energy above the lowest of the compared OMol25 structures with the same formula, charge and spin: 45.1 kcal per mole
Orbital gap: 9.7 eV
Charge: 0
Structure (SMILES): [H]/N=C\CO.CN

No. 6
# C18H31N3O2

A single C18H31N3O2 molecule at a distorted geometry (the ωB97M-V functional and the def2-TZVPD basis, the OMol25 dataset).

CARTESIAN COORDINATES (ANGSTROEM)
O -3.4767 -0.5642 2.0839
C -2.8972 0.4782 1.9056
O -1.5868 0.5776 1.7652
H -1.1208 -0.3058 1.7866
C -3.5673 1.8322 1.7851
C -4.3614 1.9442 0.4757
C -3.5458 1.5059 -0.7506
C -3.9374 0.1012 -1.2164
C -2.9322 -0.5167 -2.1905
C -1.7033 -1.1265 -1.5125
C -2.0557 -2.3250 -0.6292
H -2.4977 -1.9888 0.3080
H -2.7918 -2.9455 -1.1455
C -0.8406 -3.1994 -0.3111
C 0.2336 -2.4664 0.4104
C 1.6033 -2.5445 0.2538
N 2.1081 -1.6933 1.1752
N 1.1238 -1.1279 1.8466
N 0.0050 -1.5802 1.4031
C 3.4789 -1.3341 1.3998
H 3.6166 -1.2076 2.4766
H 4.1076 -2.1562 1.0481
C 3.8630 -0.0278 0.6809
C 3.1202 1.1703 1.2731
C 3.5381 2.4606 0.5740
C 3.2811 2.3656 -0.9263
C 4.0305 1.1756 -1.5166
C 3.6036 -0.1155 -0.8240
H 4.1496 -0.9623 -1.2485
H 2.5377 -0.2747 -1.0042
H 3.8314 1.1012 -2.5875
H 5.1054 1.3206 -1.3851
H 3.5991 3.2864 -1.4189
H 2.2102 2.2431 -1.1026
H 2.9826 3.3002 0.9949
H 4.6018 2.6414 0.7480
H 3.3330 1.2420 2.3414
H 2.0438 1.0271 1.1630
H 4.9380 0.1128 0.8413
H 2.2176 -3.1175 -0.4076
H -1.1673 -4.0370 0.3129
H -0.4184 -3.6124 -1.2312
H -1.1932 -0.3681 -0.9163
H -1.0099 -1.4529 -2.2941
H -3.4310 -1.3036 -2.7622
H -2.6077 0.2477 -2.9017
H -4.9134 0.1615 -1.7049
H -4.0489 -0.5511 -0.3520
H -3.7043 2.2057 -1.5746
H -2.4833 1.5330 -0.5049
H -4.6824 2.9820 0.3674
H -5.2576 1.3265 0.5496
H -4.2421 1.9667 2.6318
H -2.7895 2.5956 1.8168

Calculated values
HOMO: -9.54 eV
Energy above the lowest of the compared OMol25 structures with the same formula, charge and spin: 0.0 kcal per mole
Orbital gap: 10.2 eV
Charge: 0
Structure (SMILES): O=C(O)CCCCCCCCc1cn(CC2CCCCC2)nn1